(1)
Computed, not measured: a gas-phase ion, C3H8NO2S2 (charge +2), with wB97M-V/def2-TZVPD.

Its total energy is -1119.95066 a.u. The value obtained for the LUMO energy (alpha / beta) is -0.3147 / -0.4802 Eh. The HOMO energy (alpha / beta) is -18.89 / -18.89 eV. Its spin multiplicity is 2. The calculation puts the gap between HOMO and LUMO (alpha / beta) at 10.32 / 5.82 eV. The total charge is +2. Its expectation value of S² is 0.756. As for the energy above the lowest of the compared OMol25 structures with the same formula, charge and spin: 6.7 kcal/mol.

Structure (XYZ):
```
16
Properties=species:S:1:pos:R:3:mulliken_spin:R:1
S -0.920 -2.085 0.823 0.474
S -0.944 -3.421 -0.623 0.437
O 1.590 1.957 1.392 0.001
O 0.768 2.610 -0.516 0.010
N -1.139 0.674 -0.825 0.003
C 0.770 1.817 0.325 0.004
C 0.378 -0.894 0.344 0.031
C -0.148 0.498 0.372 0.010
H 0.135 -4.332 -0.438 0.036
H 1.318 -0.952 1.028 0.008
H -0.829 0.583 1.314 0.003
H -0.815 1.042 -1.857 0.000
H -1.863 1.319 -0.523 0.000
H 2.458 2.438 1.057 0.001
H -1.615 -0.096 -1.206 -0.004
H 0.857 -1.156 -0.667 -0.015
```

(2)
Computed, not measured: 3 unconnected molecules or ions with the total composition C9H10N2O2S2, with wB97M-V/def2-TZVPD.

Its total energy is -1405.24295 a.u. The value obtained for the LUMO energy (alpha / beta) is 0.0222 / -0.0358 Eh. The HOMO energy (alpha / beta) is -6.90 / -7.87 eV. The calculation puts the gap between HOMO and LUMO (alpha / beta) at 7.51 / 6.89 eV. As for the energy above the lowest of the compared OMol25 structures with the same formula, charge and spin: 35.5 kcal/mol.

Structure (XYZ):
```
25
Properties=species:S:1:pos:R:3:nbo_charge:R:1
S 1.190 -1.876 1.256 0.416
S 3.642 1.143 -0.873 0.299
O -0.135 1.574 -0.969 -0.517
O -1.138 -0.459 -0.665 -0.512
N 2.230 0.986 1.322 -0.416
N 2.394 -1.746 -1.041 -0.426
C 2.713 2.172 1.361 0.104
C -0.623 0.550 -0.823 1.028
C -4.574 0.566 0.091 -0.693
C 1.158 -3.229 0.197 -0.440
C -5.436 -0.546 -0.321 -0.286
C 1.844 -2.962 -0.953 -0.041
C 2.585 0.275 0.252 -0.009
C 2.158 -1.029 0.025 -0.011
C 3.612 2.590 0.236 -0.610
H -5.553 -1.398 0.320 0.163
H 4.626 2.806 0.581 0.242
H -4.420 1.281 -0.714 0.211
H -5.009 1.102 0.944 0.218
H 2.482 2.835 2.175 0.198
H 0.646 -4.128 0.471 0.241
H -3.606 0.195 0.438 0.221
H -5.992 -0.516 -1.237 0.167
H 1.969 -3.648 -1.772 0.211
H 3.235 3.461 -0.301 0.244
```

(3)
Computed, not measured: a molecular structure, C55H63ClN6O4P2RbS, with wB97M-V/def2-TZVPD.

Its total energy is -4328.44334 a.u. The value obtained for the LUMO energy is 0.0629 Eh. The HOMO energy is -3.46 eV. The calculation puts the gap between HOMO and LUMO at 5.17 eV. The total charge is -1. As for the energy above the lowest of the compared OMol25 structures with the same formula, charge and spin: 39.8 kcal/mol.

Structure (XYZ):
```
133
Properties=species:S:1:pos:R:3:lowdin_charge:R:1
Rb -0.199 -0.995 1.291 0.846
Cl -3.165 -7.246 -5.325 0.598
S 4.971 2.635 -4.320 0.791
P 1.172 2.087 0.793 1.003
P 2.938 -0.113 1.134 0.972
O -0.262 -0.117 -2.203 0.026
O 0.033 -5.419 0.572 -0.029
O -0.371 -3.434 1.588 -0.284
O -2.803 -4.342 -0.218 -0.056
N 2.689 1.412 0.327 -0.466
N -0.123 0.105 -4.454 0.023
N -4.018 -0.895 -0.132 -0.205
N -2.745 0.165 2.325 0.009
N -0.939 -1.864 -3.506 0.197
N -0.402 0.596 3.862 -0.253
C -5.721 -1.630 3.668 -0.120
C 3.733 2.191 -0.362 -0.258
C -3.642 2.289 3.162 -0.041
C 2.316 -3.525 -1.926 -0.069
C 3.838 1.923 -1.862 -0.268
C 2.704 -1.414 -0.142 -0.435
C -5.601 -2.000 1.319 -0.045
C -1.408 1.615 3.765 -0.200
C 1.007 5.744 2.673 -0.082
C -2.213 3.840 4.336 -0.137
C 2.415 -1.158 -1.475 -0.111
C 0.899 1.064 4.302 -0.134
C -2.626 1.306 3.081 -0.273
C 7.552 -0.040 1.582 -0.095
C -0.709 -4.546 1.075 -0.655
C 3.154 4.795 3.183 -0.085
C -6.233 -2.251 2.529 -0.130
C -1.606 2.961 -2.052 -0.072
C -2.288 -6.348 -1.508 0.006
C -3.039 -6.415 -3.783 -0.678
C 5.620 -0.682 0.287 -0.079
C -3.919 -0.562 2.362 -0.252
C 5.337 0.407 2.404 -0.111
C -4.488 -1.167 1.210 -0.195
C 0.309 4.301 -2.628 -0.092
C 0.407 2.838 -0.704 -0.343
C -0.529 -0.284 -5.791 -0.093
C -4.082 -3.075 -2.302 -0.030
C 4.773 -0.158 1.261 -0.365
C -3.582 -5.150 -3.642 -0.087
C -2.223 -4.804 1.022 -0.075
C 3.255 2.589 -4.887 -0.420
C -2.613 -1.161 -0.381 -0.187
C -1.219 2.865 4.347 -0.062
C 2.856 3.701 2.379 -0.111
C -4.604 -0.814 3.583 -0.044
C -0.838 -0.521 4.699 -0.081
C 7.002 -0.622 0.447 -0.078
C -3.492 -4.463 -2.435 -0.177
C -2.842 -5.080 -1.359 -0.217
C 2.772 -2.742 0.295 -0.110
C 4.686 2.971 -2.563 -0.514
C -0.426 -0.605 -3.315 -0.608
C -2.392 -7.019 -2.722 -0.112
C 2.229 5.821 3.331 -0.096
C 0.717 4.655 1.860 -0.085
C 2.251 -2.213 -2.370 -0.086
C -3.439 3.528 3.758 -0.125
C 2.560 -3.792 -0.583 -0.067
C 1.643 3.622 1.696 -0.359
C -0.997 3.881 -2.891 -0.091
C 6.718 0.475 2.564 -0.087
C 0.994 3.796 -1.532 -0.095
C -0.902 2.439 -0.971 -0.100
C -4.363 0.452 -0.573 -0.073
H 2.046 -2.000 -3.413 0.098
H -5.980 -2.440 0.401 0.105
H 1.219 1.915 3.705 0.047
H 2.455 6.672 3.964 0.097
H -0.088 -1.243 -6.075 0.078
H 0.911 1.368 5.363 0.089
H 2.542 -4.810 -0.216 0.105
H 2.286 -0.145 -1.812 0.073
H 7.140 0.918 3.459 0.100
H 1.626 0.261 4.177 0.069
H -5.107 -3.059 -2.681 0.088
H 4.683 0.795 3.180 0.096
H 2.711 3.465 -4.525 0.028
H -4.240 4.260 3.757 0.087
H -1.709 -6.776 -0.700 0.105
H -7.098 -2.905 2.582 0.083
H 7.651 -1.033 -0.319 0.102
H -5.440 0.605 -0.489 0.086
H -1.950 -8.000 -2.841 0.101
H -4.212 -0.343 4.480 0.105
H -0.974 -2.445 -2.684 0.110
H -0.250 4.598 1.368 0.113
H 8.629 0.003 1.705 0.100
H -0.154 0.455 -6.496 0.081
H 5.198 -1.143 -0.600 0.106
H 1.987 4.175 -1.314 0.096
H 0.779 5.046 -3.263 0.098
H 4.227 3.961 -2.474 0.074
H -3.507 -2.349 -2.886 0.065
H 4.703 2.004 0.099 0.105
H 2.968 -2.958 1.342 0.116
H -6.188 -1.796 4.635 0.089
H 3.282 2.612 -5.977 0.027
H -2.438 -1.198 -1.458 0.055
H -2.032 4.811 4.784 0.082
H 4.107 4.843 3.699 0.099
H -4.090 -2.726 -1.273 0.040
H -1.773 -0.931 4.314 0.073
H -0.275 3.095 4.833 0.092
H 0.010 1.084 -4.260 0.122
H 2.141 -4.345 -2.613 0.105
H -4.077 0.574 -1.625 0.077
H 2.831 1.927 -2.281 0.081
H -2.719 -4.196 1.771 0.123
H -1.616 -0.354 -5.907 0.086
H -1.379 1.709 -0.326 0.080
H -2.448 -5.859 1.190 0.121
H -4.088 -4.687 -4.484 0.109
H -4.589 2.064 2.684 0.105
H 4.264 0.934 -2.036 0.103
H -1.540 4.291 -3.737 0.099
H -3.854 1.231 0.019 0.077
H 3.580 2.896 2.276 0.085
H -2.341 -2.122 0.066 0.066
H -0.082 -1.311 4.682 0.086
H 2.747 1.680 -4.562 0.022
H -1.978 -0.387 0.037 -0.050
H -0.859 -2.336 -4.388 0.091
H -0.984 -0.205 5.740 0.091
H 5.685 3.030 -2.121 0.077
H 3.523 3.247 -0.194 0.094
H -2.626 2.640 -2.236 0.101
H 0.270 6.530 2.800 0.103
```

(4)
Computed, not measured: a gas-phase ion, C5H11N2S (charge +1), with wB97M-V/def2-TZVPD.

Its total energy is -704.48139 a.u. The value obtained for the LUMO energy is -0.1471 Eh. The HOMO energy is -12.86 eV. The calculation puts the gap between HOMO and LUMO at 8.86 eV. The total charge is +1. As for the energy above the lowest of the compared OMol25 structures with the same formula, charge and spin: 68.5 kcal/mol.

Structure (XYZ):
```
19
Properties=species:S:1:pos:R:3:nbo_charge:R:1
S 1.711 -0.580 1.788 0.477
N -0.848 -1.809 0.637 -0.868
N 0.114 0.922 0.058 -0.284
C 2.459 -0.069 0.156 -0.481
C 0.359 1.490 -1.285 -0.387
C -1.548 -0.772 -0.016 -0.209
C 1.148 0.377 0.604 0.153
C -1.215 0.658 0.517 -0.246
H 2.554 -0.938 -0.413 0.250
H -1.358 -0.823 -1.071 0.193
H -1.380 -2.108 1.541 0.389
H -1.257 0.436 1.579 0.232
H -2.645 -0.764 0.174 0.191
H -0.691 -2.569 -0.004 0.391
H -0.286 1.048 -1.926 0.214
H 1.305 1.006 -1.486 0.225
H -1.980 1.377 0.162 0.247
H 0.179 2.545 -1.227 0.241
H 3.379 0.571 0.212 0.272
```

(5)
Computed, not measured: C3H6N2OS in the gas phase, with wB97M-V/def2-TZVPD.

Its total energy is -700.75553 a.u. The value obtained for the LUMO energy is -0.0200 Eh. The HOMO energy is -8.46 eV. The SMILES is CN/N=C\C(O)=S. The calculation puts the gap between HOMO and LUMO at 7.92 eV. As for the energy above the lowest of the compared OMol25 structures with the same formula, charge and spin: 83.9 kcal/mol.

Structure (XYZ):
```
13
Properties=species:S:1:pos:R:3:nbo_charge:R:1
S -2.635 -0.083 -0.149 -0.123
O -0.487 1.337 0.248 -0.716
N 1.303 -1.050 0.079 -0.115
N 1.836 0.116 -0.236 -0.392
C -0.038 -1.113 0.211 -0.181
C 3.292 0.316 -0.053 -0.433
C -0.988 0.033 0.074 0.166
H 3.784 -0.645 -0.322 0.222
H 1.257 1.039 -0.553 0.408
H 3.494 0.667 1.035 0.199
H 3.852 1.027 -0.675 0.217
H -0.462 -2.173 0.334 0.235
H -1.446 1.831 0.280 0.512
```

(6)
Computed, not measured: C6H13N3O in the gas phase, with wB97M-V/def2-TZVPD.

Its total energy is -475.81070 a.u. The value obtained for the LUMO energy (alpha / beta) is 0.0014 / 0.0014 Eh. The HOMO energy (alpha / beta) is -8.48 / -8.48 eV. The SMILES is [H]/N=C(\N(C)/C=N/[H])C(C)(C)O. The calculation puts the gap between HOMO and LUMO (alpha / beta) at 8.52 / 8.52 eV. As for the energy above the lowest of the compared OMol25 structures with the same formula, charge and spin: 97.9 kcal/mol.

Structure (XYZ):
```
23
Properties=species:S:1:pos:R:3:nbo_charge:R:1
O -1.210 0.105 -1.166 -0.714
N 0.920 -1.165 0.052 -0.474
N 1.224 0.692 1.540 -0.671
N -0.962 -1.979 0.988 -0.624
C -0.792 0.901 -0.185 0.308
C -0.068 2.140 -0.700 -0.643
C -0.169 -2.028 -0.069 0.106
C -1.819 1.197 0.897 -0.656
C 0.606 0.015 0.704 0.477
C 2.005 -1.173 -0.917 -0.408
H -1.338 1.650 1.760 0.226
H -1.746 -2.620 0.901 0.347
H -2.569 1.887 0.503 0.202
H -2.308 0.277 1.208 0.225
H 2.473 -2.158 -0.935 0.206
H 2.072 0.276 1.921 0.342
H -1.058 -1.025 -0.846 0.458
H 0.084 -2.959 -0.593 0.212
H 0.695 1.860 -1.425 0.208
H -0.800 2.776 -1.204 0.211
H 0.387 2.689 0.120 0.233
H 1.633 -0.934 -1.920 0.206
H 2.739 -0.421 -0.634 0.225
```